Formula: C80H193N10O14
Source: the OMol25 dataset
Level of theory: wB97M-V/def2-TZVPD

Summary:
Molecular weight in g/mol: 1519.48
Charge: +7
Orbital gap in Ha: 0.3205
Spin multiplicity: 1

```
297
C80H193N10O14, DFT wB97M-V/def2-TZVPD
C 1.258 1.920 -0.344
C 0.253 0.960 -0.979
C 0.107 -0.283 -0.144
O -0.854 -1.142 -0.611
C -1.170 -2.341 0.106
N -1.117 1.698 -1.066
H -1.221 2.318 -0.201
H -1.176 2.219 -1.997
H -1.835 0.966 -1.106
H 1.280 2.822 -0.983
H 2.242 1.617 -0.183
H 0.752 2.274 0.589
H 0.444 0.641 -1.964
H -0.114 -0.049 0.959
H 1.101 -0.740 -0.360
H -0.236 -2.858 0.206
H -1.836 -2.887 -0.545
H -1.503 -2.196 1.155
C 5.880 -3.301 -1.661
C 6.749 -3.098 -2.858
C 6.630 -4.204 -3.830
O 5.609 -3.837 -4.756
C 5.194 -4.804 -5.693
N 6.689 -1.767 -3.501
H 7.331 -1.094 -3.074
H 7.094 -2.020 -4.394
H 5.410 -0.761 -3.785
H 6.376 -3.840 -0.924
H 4.955 -3.858 -1.995
H 5.521 -2.350 -1.217
H 7.813 -3.227 -2.600
H 6.345 -5.076 -3.258
H 7.614 -4.393 -4.244
H 5.347 -5.833 -5.299
H 5.813 -4.709 -6.618
H 4.117 -4.691 -5.840
C -5.202 -12.480 -1.873
C -5.123 -11.146 -2.564
C -3.923 -10.250 -2.203
O -3.702 -9.495 -3.361
C -2.370 -9.137 -3.739
N -5.160 -11.396 -4.066
H -6.057 -11.413 -4.497
H -4.690 -10.596 -4.502
H -4.767 -12.263 -4.392
H -4.318 -13.121 -2.150
H -6.092 -13.030 -2.190
H -5.251 -12.393 -0.791
H -6.074 -10.697 -2.340
H -3.095 -10.830 -1.898
H -4.245 -9.549 -1.411
H -2.061 -8.222 -3.299
H -2.221 -8.924 -4.795
H -1.639 -9.949 -3.445
C 0.835 -2.612 -3.365
C 1.409 -2.964 -4.797
C 2.153 -1.747 -5.431
C 2.584 -1.991 -6.864
N 2.571 -0.825 -7.812
C 3.307 -1.258 -9.125
C 4.804 -0.883 -8.970
C 4.924 -0.158 -7.600
C 3.469 0.299 -7.359
C 1.231 -0.197 -8.099
C 0.108 -1.245 -8.404
C -1.282 -0.612 -8.614
H 1.665 -2.264 -2.731
H 0.419 -3.526 -2.917
H 0.085 -1.838 -3.439
H 0.527 -3.171 -5.451
H 2.015 -3.847 -4.665
H 3.080 -1.435 -4.894
H 1.470 -0.883 -5.357
H 2.035 -2.778 -7.283
H 3.573 -2.373 -6.943
H 2.870 -0.660 -9.893
H 3.177 -2.385 -9.361
H 5.135 -0.233 -9.789
H 5.472 -1.743 -9.005
H 5.485 0.758 -7.776
H 5.443 -0.673 -6.801
H 3.271 1.142 -8.051
H 3.193 0.542 -6.363
H 1.324 0.507 -8.967
H 0.911 0.456 -7.278
H 0.143 -1.880 -7.537
H 0.286 -1.854 -9.274
H -1.514 -0.160 -7.682
H -1.966 -1.437 -8.845
H -1.426 -0.016 -9.527
C -1.507 1.252 6.380
C -0.446 1.738 5.342
C -0.310 3.188 5.159
C 0.390 3.561 3.867
N 0.306 5.151 3.600
C -0.992 5.618 3.191
C -0.831 6.951 2.428
C 0.601 6.888 1.933
C 1.137 5.546 2.431
C 0.836 5.824 4.925
C 2.272 5.419 5.426
C 2.447 6.255 6.702
H -2.411 1.909 6.364
H -1.224 1.250 7.446
H -1.708 0.191 6.242
H -0.740 1.292 4.325
H 0.525 1.240 5.546
H 0.249 3.711 5.947
H -1.291 3.644 5.032
H -0.140 3.179 3.006
H 1.448 3.371 3.758
H -1.615 5.599 4.096
H -1.415 4.887 2.453
H -1.018 7.784 3.112
H -1.547 6.966 1.575
H 1.228 7.720 2.321
H 0.762 6.920 0.837
H 2.142 5.653 2.815
H 1.138 4.771 1.685
H 0.089 5.648 5.717
H 0.944 6.904 4.669
H 3.007 5.730 4.661
H 2.261 4.317 5.587
H 2.926 7.183 6.506
H 3.145 5.801 7.415
H 1.517 6.435 7.268
C 11.593 2.741 1.940
C 10.059 2.716 1.758
N 9.403 4.098 1.851
C 9.421 4.562 3.265
C 10.236 5.185 1.194
C 10.493 4.904 -0.246
C 8.042 4.073 1.236
C 7.108 2.920 1.676
O 7.106 2.817 3.131
C 6.017 2.040 3.593
H 12.162 3.223 1.086
H 12.035 1.756 1.923
H 11.910 3.196 2.871
H 9.565 2.242 2.607
H 9.867 2.271 0.775
H 8.989 5.563 3.300
H 10.428 4.657 3.644
H 8.922 3.856 3.918
H 11.149 5.297 1.782
H 9.753 6.158 1.211
H 11.467 5.294 -0.609
H 9.763 5.362 -0.852
H 10.556 3.861 -0.502
H 8.274 3.958 0.161
H 7.691 5.078 1.466
H 7.389 2.000 1.154
H 6.104 3.077 1.357
H 6.119 1.034 3.275
H 5.035 2.396 3.266
H 6.111 2.146 4.657
C -9.016 0.087 7.429
C -9.715 -1.183 7.069
N -8.774 -2.282 6.692
C -9.467 -3.096 5.667
C -7.479 -1.807 6.138
C -6.668 -2.905 5.446
C -8.521 -3.151 7.902
C -8.016 -2.543 9.145
O -6.656 -2.089 8.882
C -5.957 -1.783 10.049
H -9.801 0.804 7.605
H -8.415 0.517 6.592
H -8.273 0.001 8.198
H -10.310 -1.036 6.212
H -10.402 -1.445 7.845
H -9.093 -4.081 5.748
H -9.405 -2.707 4.664
H -10.509 -3.184 6.034
H -6.897 -1.378 6.974
H -7.673 -1.001 5.469
H -6.412 -3.718 6.157
H -5.697 -2.607 5.092
H -7.170 -3.454 4.695
H -7.789 -3.919 7.563
H -9.426 -3.707 8.139
H -7.957 -3.274 9.947
H -8.674 -1.733 9.489
H -5.508 -2.656 10.516
H -6.670 -1.259 10.712
H -5.183 -1.096 9.692
C -5.001 7.881 -4.057
C -3.699 7.152 -3.664
N -3.730 6.489 -2.236
C -3.980 7.451 -1.141
C -4.831 5.365 -2.327
C -4.907 4.519 -1.020
C -2.303 5.790 -1.969
C -1.102 6.644 -2.239
O -1.147 7.888 -1.605
C -0.192 8.771 -2.139
H -5.074 8.833 -3.509
H -5.853 7.261 -3.903
H -4.854 8.134 -5.102
H -2.900 7.912 -3.667
H -3.328 6.364 -4.281
H -3.231 8.247 -1.144
H -3.756 6.973 -0.183
H -4.959 7.886 -1.180
H -4.469 4.837 -3.210
H -5.769 5.811 -2.519
H -5.298 5.118 -0.185
H -3.982 3.994 -0.738
H -5.656 3.727 -1.181
H -2.251 4.865 -2.542
H -2.447 5.526 -0.967
H -0.961 6.848 -3.292
H -0.238 6.016 -1.980
H -0.446 9.045 -3.169
H 0.785 8.347 -2.131
H -0.228 9.661 -1.506
C 4.619 -7.451 8.582
C 4.199 -6.528 7.474
N 5.281 -5.536 7.049
C 6.453 -6.271 6.318
C 4.631 -4.543 6.091
C 4.070 -5.152 4.812
C 5.913 -4.798 8.208
C 4.959 -3.899 9.057
O 4.787 -2.640 8.484
C 4.660 -1.614 9.307
H 4.550 -6.962 9.559
H 5.606 -7.806 8.370
H 4.031 -8.376 8.663
H 3.295 -5.959 7.747
H 4.022 -7.120 6.544
H 7.202 -5.527 6.115
H 6.043 -6.758 5.472
H 6.907 -6.981 7.036
H 5.389 -3.734 5.869
H 3.839 -3.956 6.637
H 3.579 -4.357 4.255
H 3.257 -5.833 5.068
H 4.826 -5.606 4.210
H 6.708 -4.184 7.731
H 6.361 -5.396 8.988
H 5.320 -3.775 10.043
H 4.002 -4.424 9.076
H 4.275 -0.681 8.822
H 5.648 -1.436 9.887
H 4.032 -1.945 10.192
C -8.894 -0.754 -5.289
C -7.486 -1.352 -5.109
N -6.355 -0.352 -4.865
C -6.600 0.312 -3.521
C -4.980 -0.944 -4.796
C -4.841 -1.948 -3.628
C -6.415 0.660 -6.018
C -6.158 0.055 -7.448
O -7.172 -0.856 -7.808
C -6.989 -1.431 -9.095
H -9.174 -0.111 -4.447
H -9.544 -1.629 -5.121
H -9.050 -0.243 -6.203
H -7.224 -2.011 -5.955
H -7.547 -2.063 -4.287
H -7.423 1.006 -3.605
H -5.718 0.870 -3.331
H -6.817 -0.432 -2.777
H -4.283 -0.084 -4.741
H -4.807 -1.499 -5.729
H -5.628 -2.659 -3.713
H -4.880 -1.416 -2.632
H -3.898 -2.452 -3.569
H -5.618 1.417 -5.819
H -7.355 1.214 -5.908
H -5.167 -0.419 -7.406
H -6.120 0.920 -8.120
H -7.057 -0.585 -9.763
H -7.845 -2.130 -9.208
H -6.021 -1.921 -9.274
C -4.086 2.297 2.145
C -2.518 2.271 1.810
O -2.007 3.171 1.095
O -1.848 1.312 2.283
H -4.324 1.373 2.668
H -4.582 2.324 1.178
H -4.407 3.143 2.706
C -2.508 2.810 -5.476
C -2.427 2.501 -3.985
O -1.379 2.890 -3.383
O -3.346 1.811 -3.456
H -2.165 3.841 -5.536
H -3.489 2.685 -5.918
H -1.825 2.208 -6.038
C 5.394 2.420 -3.314
C 5.533 1.005 -2.910
O 5.095 0.203 -3.958
O 5.991 0.491 -1.892
H 4.542 2.573 -3.960
H 6.279 2.762 -3.914
H 5.422 3.106 -2.465
```

Atom charges from the Löwdin analysis, given in e for atoms 1 to 6: -0.02 -0.29 -0.25 -0.21 -0.06 0.20